The following is a DFT calculation (ωB97M-V/def2-TZVPD) of a cluster of 16 separate species, C41H119N13O21 in total in a non-equilibrium geometry.

Structure (XYZ):
```
194
Properties=species:S:1:pos:R:3:mulliken_charge:R:1
C -6.456 6.590 -0.305 -0.966
O -5.194 6.179 -0.768 -0.071
C -4.200 7.184 -0.776 -0.851
C -2.941 6.681 -1.489 -0.756
N -2.293 5.472 -0.956 0.850
C -0.922 5.223 -1.338 0.920
C -0.774 5.080 -2.871 -0.712
O 0.569 4.628 -3.132 -0.387
C 0.728 3.197 -3.011 0.415
H -6.264 7.313 0.487 0.416
H -7.036 5.748 0.073 0.242
H -6.984 7.124 -1.096 0.314
H -3.999 7.482 0.253 0.408
H -4.492 8.085 -1.316 0.462
H -2.160 7.435 -1.394 0.427
H -3.254 6.575 -2.527 0.371
H -2.449 5.484 0.042 -0.270
H -0.665 4.251 -0.916 -1.173
H -0.169 5.939 -1.011 0.418
H -0.931 6.041 -3.362 0.346
H -1.481 4.351 -3.265 0.265
H 0.384 2.715 -3.926 0.455
H 0.240 2.874 -2.091 -0.523
H 1.802 3.010 -3.004 -0.132
C 3.893 0.860 -3.609 -0.658
O 2.527 0.585 -4.084 -0.528
C 1.997 -0.536 -3.402 -0.146
C 0.626 -0.862 -3.950 -0.453
N 0.228 -2.265 -3.675 0.661
C -1.100 -2.591 -4.120 -0.283
C -1.363 -4.127 -4.045 -1.091
O -1.674 -4.492 -2.724 0.023
C -2.136 -5.799 -2.548 -0.720
H 3.894 1.036 -2.533 0.205
H 4.241 1.717 -4.185 0.231
H 4.542 0.019 -3.856 0.369
H 2.049 -0.336 -2.332 0.178
H 2.650 -1.395 -3.554 0.331
H 0.789 -0.625 -5.002 0.518
H -0.099 -0.105 -3.649 -0.403
H 0.202 -2.299 -2.666 -0.456
H -1.361 -2.130 -5.073 0.779
H -1.876 -2.179 -3.475 -0.044
H -0.492 -4.661 -4.427 0.209
H -2.219 -4.260 -4.707 0.497
H -3.218 -5.871 -2.663 0.376
H -2.045 -6.298 -1.583 -0.084
H -1.817 -6.507 -3.313 0.356
C -1.661 2.472 8.458 -0.834
O -1.977 2.580 7.051 -0.240
C -1.125 1.794 6.230 -0.854
C -1.755 1.850 4.844 0.039
N -1.514 3.080 4.128 -0.054
C -2.245 4.239 4.593 -0.455
C -2.322 5.369 3.534 -0.831
O -2.527 4.981 2.157 -0.334
C -3.846 4.588 1.733 -0.140
H -1.656 1.442 8.815 0.315
H -2.365 3.069 9.039 0.252
H -0.627 2.698 8.719 0.329
H -1.056 0.733 6.473 0.498
H -0.103 2.166 6.295 0.396
H -2.825 1.655 4.903 0.286
H -1.283 1.097 4.213 -0.053
H -1.793 2.901 3.174 -0.228
H -1.611 4.582 5.410 0.414
H -3.263 3.987 4.891 0.293
H -1.428 5.991 3.479 0.362
H -3.123 6.044 3.836 0.375
H -4.163 3.678 2.243 0.401
H -3.873 4.398 0.660 -0.542
H -4.618 5.345 1.867 0.385
C 4.523 -2.550 0.341 -1.159
O 3.176 -2.267 0.106 0.675
C 2.437 -3.407 -0.422 -0.725
C 0.975 -3.198 -0.046 -0.761
N 0.422 -1.967 -0.658 0.985
C -0.973 -1.926 -0.254 0.758
C -1.639 -0.517 -0.339 -0.335
O -1.213 0.088 0.782 0.459
C -1.180 1.500 0.651 -0.240
H 4.984 -2.981 -0.548 0.349
H 4.648 -3.187 1.217 0.223
H 5.117 -1.676 0.609 0.098
H 2.711 -4.380 -0.013 -0.048
H 2.653 -3.231 -1.476 0.136
H 0.912 -3.079 1.035 0.337
H 0.358 -4.076 -0.236 0.043
H 0.952 -1.293 -0.123 -0.040
H -1.227 -2.498 0.639 -0.050
H -1.491 -2.404 -1.085 -0.290
H -2.725 -0.583 -0.395 -0.187
H -1.313 -0.040 -1.263 -0.255
H -0.652 1.868 -0.229 -0.275
H -0.824 1.945 1.580 -0.039
H -2.196 1.864 0.495 0.373
C 6.727 5.651 -3.344 -0.894
O 5.678 5.050 -2.588 -0.226
C 4.754 6.074 -2.165 -1.002
C 3.431 5.426 -1.679 0.078
N 3.459 5.171 -0.226 -0.525
C 2.310 4.341 0.200 0.569
C 2.787 3.318 1.244 -0.783
O 3.901 2.517 0.693 -0.334
C 4.102 1.308 1.419 -0.860
H 7.632 5.052 -3.440 0.290
H 7.218 6.419 -2.746 0.334
H 6.509 5.931 -4.375 0.317
H 4.527 6.620 -3.081 0.493
H 5.220 6.784 -1.481 0.418
H 3.128 4.664 -2.397 -0.053
H 2.636 6.134 -1.915 0.254
H 4.222 4.512 -0.168 0.415
H 1.845 3.810 -0.631 -0.424
H 1.573 5.009 0.646 0.215
H 2.021 2.650 1.638 0.573
H 3.234 3.945 2.015 0.259
H 3.485 0.458 1.126 0.053
H 4.260 1.442 2.489 0.490
H 5.126 1.058 1.142 0.442
C -1.633 -2.227 4.181 0.706
O -0.900 -1.490 4.752 -0.750
N -1.942 -3.386 4.543 -0.374
N -2.244 -1.912 3.116 0.024
H -1.529 -3.624 5.433 0.266
H -2.647 -3.923 4.059 0.126
H -3.107 -2.394 2.911 0.181
H -1.945 -1.069 2.646 -0.328
C 4.217 -5.295 3.286 0.599
O 5.050 -4.985 4.085 -0.753
N 4.234 -6.234 2.349 -0.313
N 3.049 -4.695 3.241 -0.168
H 5.141 -6.650 2.190 0.218
H 3.474 -6.339 1.693 0.172
H 2.869 -3.943 3.891 0.154
H 2.260 -5.034 2.710 0.326
C 2.287 -7.156 -2.635 0.316
O 2.228 -8.268 -2.140 -0.695
N 1.476 -6.718 -3.524 -0.200
N 3.096 -6.190 -2.290 -0.178
H 0.693 -7.297 -3.790 0.172
H 1.874 -5.955 -4.052 0.218
H 3.149 -5.372 -2.880 0.213
H 3.623 -6.428 -1.463 0.160
C 0.090 -6.631 1.188 0.359
O 1.036 -6.023 1.578 -0.548
N 0.160 -7.251 0.003 -0.215
N -1.145 -6.600 1.595 -0.379
H 0.986 -7.254 -0.578 0.046
H -0.677 -7.670 -0.377 0.157
H -1.854 -7.193 1.187 0.181
H -1.371 -6.086 2.434 0.236
C -5.703 -1.032 -0.109 -0.140
O -6.994 -0.784 -0.693 -0.573
H -5.001 -0.906 -0.932 -0.077
H -5.509 -0.234 0.608 0.220
H -5.583 -2.051 0.260 0.262
H -7.170 -1.455 -1.356 0.308
C 1.976 -1.463 3.029 1.339
O 1.799 -1.793 4.393 -0.626
H 0.960 -1.566 2.648 -0.435
H 2.305 -0.480 2.690 -0.094
H 2.620 -2.264 2.666 -0.761
H 0.885 -1.620 4.628 0.603
C -5.215 2.897 -1.019 -0.626
O -3.877 2.995 -1.442 -0.431
H -5.681 2.023 -1.474 0.372
H -5.380 2.721 0.044 0.206
H -5.752 3.797 -1.320 0.214
H -3.656 3.911 -1.254 -0.021
C -3.444 -4.358 0.830 -0.267
O -4.096 -3.894 1.917 -0.555
H -3.927 -5.174 0.292 0.607
H -3.359 -3.556 0.098 -0.045
H -2.421 -4.604 1.114 -0.005
H -4.710 -4.558 2.241 0.282
C 5.783 -2.028 3.542 -0.202
O 6.600 -2.949 2.890 -0.617
H 6.140 -1.732 4.529 0.373
H 5.599 -1.084 3.029 -0.027
H 4.815 -2.490 3.734 0.093
H 6.192 -3.784 3.130 0.406
C 2.581 -4.098 -5.677 -0.958
O 2.453 -4.025 -4.289 -0.505
H 1.636 -4.421 -6.114 0.349
H 2.870 -3.135 -6.098 0.262
H 3.260 -4.872 -6.033 0.328
H 1.676 -3.511 -4.057 0.396
C -2.979 0.690 -4.052 -0.840
O -2.188 1.411 -3.133 0.106
H -2.401 0.114 -4.775 0.258
H -3.579 -0.046 -3.515 0.189
H -3.661 1.347 -4.591 0.345
H -2.623 1.718 -2.335 0.115
```

HOMO	-8.7	eV
net charge	0
Kohn-Sham gap	8.218	eV

***

The following is a DFT calculation (ωB97M-V/def2-TZVPD) of a structure of composition C12H50F6MnN21O19S2 in a non-equilibrium geometry.

Structure (XYZ):
```
111
Properties=species:S:1:pos:R:3:mulliken_charge:R:1
Mn -0.890 2.879 0.766 0.782
C 2.473 1.309 -0.956 -0.073
F 3.153 0.153 -1.136 -0.110
F 2.707 1.750 0.265 0.242
F 2.843 2.238 -1.838 -0.194
S 0.610 0.992 -1.379 0.271
O 0.138 2.036 -2.345 -1.060
O 0.757 -0.317 -1.990 0.533
N -0.266 1.091 0.096 2.217
S -0.267 -0.323 0.713 -2.168
O 0.965 -1.155 0.815 -0.205
O -0.893 -0.111 2.037 0.788
C -1.640 -1.338 -0.221 0.200
F -2.696 -0.403 -0.587 0.633
F -1.175 -1.915 -1.323 0.035
F -2.112 -2.346 0.574 -0.129
O 0.743 3.916 -0.207 -0.393
H 0.801 4.616 -0.856 0.283
H 1.641 3.598 -0.115 0.119
O 0.364 2.455 2.301 -0.048
H 0.914 3.170 2.620 0.206
H 0.707 1.675 2.736 0.073
O -5.602 0.370 -0.316 -0.646
H -4.853 0.692 0.185 0.166
H -6.338 0.907 -0.022 0.255
O 1.529 -2.147 -3.893 -0.655
H 1.450 -1.539 -3.158 0.274
H 1.651 -3.003 -3.484 0.250
O 2.681 0.562 -4.384 -0.591
H 3.244 0.038 -3.815 0.213
H 2.311 -0.068 -5.002 0.270
C 5.526 2.709 1.617 0.632
O 5.811 1.780 0.860 -0.663
N 4.494 2.622 2.331 -0.225
N 6.130 3.861 1.695 -0.471
H 3.980 1.756 2.245 0.039
H 4.237 3.364 2.966 0.195
H 6.002 4.380 2.552 0.191
H 6.979 3.933 1.153 0.273
C -1.646 1.308 5.313 0.639
O -1.236 2.283 4.736 -0.612
N -1.604 0.109 4.910 -0.205
N -1.923 1.274 6.610 -0.472
H -1.138 -0.131 4.046 0.003
H -1.952 -0.626 5.509 0.176
H -2.452 0.544 7.067 0.157
H -1.768 2.139 7.108 0.227
C -5.748 -1.802 -3.237 0.751
O -5.719 -2.377 -4.291 -0.695
N -6.652 -2.023 -2.336 -0.396
N -4.865 -0.907 -2.911 0.050
H -7.436 -2.566 -2.669 0.239
H -6.693 -1.315 -1.616 0.127
H -5.031 -0.514 -1.995 -0.035
H -4.280 -0.540 -3.649 -0.029
C -3.627 1.495 2.086 0.139
O -2.647 2.045 1.626 -0.074
N -3.700 0.233 2.117 -0.042
N -4.733 2.053 2.443 -0.187
H -2.946 -0.270 1.672 -0.561
H -4.477 -0.215 2.581 0.197
H -5.238 1.395 3.019 0.194
H -4.848 3.057 2.423 0.284
C 0.251 -5.148 0.071 0.722
O -0.642 -5.216 0.834 -0.744
N 0.172 -4.743 -1.203 -0.318
N 1.458 -5.302 0.428 -0.405
H 0.996 -4.672 -1.782 0.087
H -0.691 -4.432 -1.626 0.154
H 2.209 -4.984 -0.167 0.176
H 1.617 -5.338 1.425 0.234
C -1.855 -3.615 4.043 0.639
O -2.402 -3.521 5.078 -0.682
N -2.198 -4.413 3.048 -0.266
N -0.970 -2.837 3.559 -0.026
H -1.747 -4.485 2.147 0.195
H -2.959 -5.076 3.068 0.208
H -0.750 -2.075 4.184 0.087
H -0.566 -2.862 2.634 -0.096
C -2.219 0.468 -4.670 0.508
O -3.081 0.264 -5.482 -0.740
N -1.486 -0.401 -4.126 0.170
N -1.941 1.635 -4.367 -0.085
H -0.772 -0.224 -3.434 -0.451
H -1.410 -1.310 -4.561 0.190
H -2.294 2.267 -5.071 0.243
H -1.162 1.751 -3.735 0.160
C -2.887 3.522 -1.720 0.556
O -2.086 3.737 -0.803 -0.540
N -3.505 2.413 -1.949 0.124
N -3.679 4.348 -2.398 -0.438
H -3.265 1.550 -1.481 -0.568
H -4.247 2.437 -2.634 0.194
H -4.080 3.956 -3.238 0.197
H -3.501 5.341 -2.357 0.241
C 6.396 -0.186 -2.940 0.753
O 5.671 0.005 -3.952 -0.693
N 6.140 0.173 -1.735 -0.067
N 7.601 -0.686 -3.022 -0.393
H 5.371 0.797 -1.540 -0.074
H 6.869 0.027 -1.051 0.101
H 8.159 -0.781 -2.185 0.121
H 7.987 -0.992 -3.904 0.239
C 4.604 -1.600 2.048 0.454
O 3.878 -2.403 2.585 -0.616
N 5.893 -1.937 1.784 -0.344
N 4.317 -0.279 1.759 -0.144
H 6.251 -2.876 1.880 0.225
H 6.578 -1.287 1.426 0.134
H 3.308 -0.225 1.777 -0.150
H 4.923 0.380 1.291 0.348
```

HOMO (spin up / spin down)	-10.6 / -10.6	eV
<S²>	8.75
net charge	+1
Kohn-Sham gap (spin up / spin down)	7.388 / 7.277	eV
multiplicity	6

***

The following is a DFT calculation (ωB97M-V/def2-TZVPD) of the molecule C2H3N3O in a non-equilibrium geometry.

Structure (XYZ):
```
9
Properties=species:S:1:pos:R:3:mulliken_charge:R:1
C 0.088 -0.621 1.271 0.027
C -0.067 0.675 -1.147 0.147
H -2.004 -0.435 0.938 0.324
H 0.256 -0.784 2.339 0.348
H -0.091 1.752 -1.685 0.293
N -1.077 -0.591 0.296 -0.271
N 1.250 -0.138 0.753 -0.264
N -1.148 0.577 -0.555 -0.345
O 1.067 0.027 -0.724 -0.260
```

energy relative to the best compared isomer or geometry (same formula, charge and spin)	482.7	kJ/mol
HOMO	-9.7	eV
SMILES	C1=NNC=NO1
net charge	0
Kohn-Sham gap	10.211	eV

***

The following is a DFT calculation (ωB97M-V/def2-TZVPD) of the ion C6H10N5 with charge +1 in a non-equilibrium geometry.

Structure (XYZ):
```
21
Properties=species:S:1:pos:R:3:mulliken_charge:R:1
C -0.247 1.743 1.987 -0.366
C 0.060 1.875 0.697 -0.664
C -0.819 0.497 2.454 -0.245
C 0.965 0.089 -0.864 0.551
C -0.269 0.764 -0.274 0.321
C -0.451 -1.744 -0.427 -0.175
N -1.101 -0.466 1.662 -0.761
N -1.029 -0.310 0.349 0.247
N 0.834 -1.214 -0.847 -0.137
N 2.011 0.734 -1.315 -0.339
N -1.195 -2.185 -1.499 -0.483
H -0.039 2.521 2.702 0.407
H 0.543 2.748 0.286 0.368
H -0.999 0.328 3.503 0.434
H -0.860 1.164 -1.116 0.242
H -0.385 -2.471 0.380 0.415
H 1.515 -1.859 -1.228 0.224
H 2.041 1.743 -1.289 0.214
H 2.825 0.255 -1.674 0.248
H -2.026 -2.705 -1.261 0.286
H -1.375 -1.505 -2.226 0.214
```

energy relative to the best compared isomer or geometry (same formula, charge and spin)	109.8	kJ/mol
HOMO	-12.0	eV
SMILES	N[C@H]1NC(=[NH2+])[C@@H]2C=CC=NN12
net charge	+1
Kohn-Sham gap	8.703	eV

***

The following is a DFT calculation (ωB97M-V/def2-TZVPD) of a cluster of 7 separate species, C5H20N2O6 in total in a non-equilibrium geometry.

Structure (XYZ):
```
33
Properties=species:S:1:pos:R:3:mulliken_charge:R:1
C -2.829 -1.357 2.119 -1.029
C -2.046 -0.202 2.752 -0.607
C -1.068 0.568 1.951 0.388
C 0.124 1.081 2.378 -0.476
N 0.607 1.985 1.473 -0.819
C -0.224 1.972 0.467 -0.284
N -1.308 1.180 0.759 0.086
H -3.883 -1.360 2.396 0.360
H -2.426 -2.312 2.456 0.226
H -2.793 -1.385 1.028 0.291
H -2.766 0.495 3.206 0.286
H -1.636 -0.552 3.702 0.389
H 0.593 0.869 3.324 0.428
H -0.269 2.630 -0.376 0.531
H -2.035 1.018 0.082 0.226
H 3.525 1.424 1.409 0.285
H 2.276 0.865 0.903 0.454
O 3.231 0.653 0.914 -0.752
H -0.038 -1.045 -0.394 0.360
H 0.559 -2.448 -0.114 0.256
O -0.250 -1.936 -0.068 -0.618
H -0.477 -2.212 -3.220 0.311
H -0.977 -3.241 -2.406 0.341
O -1.011 -3.006 -3.349 -0.645
H -1.403 1.480 -3.963 0.280
H -0.337 2.558 -3.765 0.271
O -0.664 1.731 -3.399 -0.550
H 3.267 -1.449 -0.387 0.306
H 3.375 -0.094 -0.999 0.342
O 3.337 -1.024 -1.246 -0.681
H 0.160 0.553 -1.870 0.261
H 1.541 -0.264 -2.144 0.288
O 0.906 0.066 -1.501 -0.505
```

energy relative to the best compared isomer or geometry (same formula, charge and spin)	146.1	kJ/mol
HOMO	-8.7	eV
SMILES	CCc1cnc[nH]1.O.O.O.O.O.O
net charge	0
Kohn-Sham gap	8.658	eV

***

The following is a DFT calculation (ωB97M-V/def2-TZVPD) of a structure of composition C29H32IrN2O5P in a non-equilibrium geometry.

Structure (XYZ):
```
70
Properties=species:S:1:pos:R:3:mulliken_charge:R:1
Ir -0.730 0.326 -0.247 0.496
O 3.463 6.896 -2.394 -0.459
C 3.473 5.785 -1.644 0.426
O 4.327 5.579 -0.836 -0.502
C 2.348 4.797 -1.829 0.249
C 2.677 3.447 -1.890 -0.766
C 1.679 2.492 -1.901 -0.275
C 0.350 2.887 -1.875 -0.861
C 0.010 4.229 -1.839 0.324
C 1.017 5.188 -1.804 -0.744
N -0.665 1.868 -1.810 -0.053
C -1.721 1.976 -2.486 -0.282
C -2.811 1.035 -2.228 0.476
C -3.904 0.953 -3.050 -0.813
C -4.918 0.045 -2.744 -0.363
C -4.795 -0.717 -1.606 -0.935
C -3.662 -0.572 -0.813 0.346
N -2.681 0.274 -1.115 -0.080
H 2.757 6.902 -3.051 0.365
H 3.719 3.155 -1.914 0.487
H 1.923 1.435 -1.922 0.473
H -1.031 4.532 -1.785 0.580
H 0.753 6.236 -1.720 0.481
H -1.828 2.748 -3.247 0.631
H -3.962 1.593 -3.921 0.461
H -5.787 -0.048 -3.382 0.493
H -5.561 -1.421 -1.313 0.471
H -3.550 -1.140 0.095 0.286
C 2.669 -3.737 0.494 -1.330
C 1.806 -2.701 -0.173 -0.168
O 0.486 -2.738 0.457 -0.212
P -0.746 -1.964 -0.122 -0.201
O -0.988 -2.421 -1.588 -0.127
C -1.563 -3.714 -2.008 -0.183
C -0.785 -4.912 -1.521 -1.030
O -1.932 -2.631 0.686 -0.188
C -2.433 -2.246 1.997 -0.320
C -2.014 -3.253 3.040 -1.185
H 3.668 -3.715 0.057 0.421
H 2.251 -4.734 0.355 0.315
H 2.750 -3.538 1.562 0.270
H 1.695 -2.906 -1.237 0.488
H 2.221 -1.699 -0.047 0.258
H -1.550 -3.652 -3.091 0.384
H -2.594 -3.743 -1.665 0.246
H 0.211 -4.945 -1.965 0.289
H -1.323 -5.813 -1.817 0.441
H -0.691 -4.915 -0.435 0.229
H -3.520 -2.242 1.915 0.429
H -2.101 -1.231 2.229 0.392
H -2.362 -4.247 2.755 0.380
H -2.473 -2.990 3.995 0.407
H -0.931 -3.290 3.165 0.156
C 2.714 -0.683 4.411 -0.823
C 1.666 -1.448 3.873 -0.468
C 0.889 -0.957 2.851 0.919
C 1.106 0.310 2.319 0.920
C 0.300 0.937 1.292 0.394
C 0.438 2.301 1.034 -1.058
C 1.527 3.016 1.518 -1.066
C 2.383 2.410 2.407 -0.897
C 2.160 1.092 2.878 0.728
C 2.956 0.563 3.913 -0.879
H 3.325 -1.080 5.211 0.426
H 1.462 -2.432 4.279 0.483
H 0.081 -1.544 2.472 -0.474
H -0.300 2.831 0.435 1.278
H 1.669 4.047 1.218 0.535
H 3.226 2.967 2.803 0.465
H 3.757 1.171 4.319 0.445
```

energy relative to the best compared isomer or geometry (same formula, charge and spin)	99.7	kJ/mol
HOMO	-14.1	eV
net charge	+2
Kohn-Sham gap	6.280	eV

***

no.,calculated total energy (eV)
1,-106806.7584
2,-152743.9195
3,-8635.4920
4,-13826.8853
5,-20774.8835
6,-55924.5894